72
Properties=species:S:1:pos:R:3:forces:R:3:lowdin_charge:R:1 method="wB97M-V/def2-TZVPD" charge=+2 homo_ev="-14.1 / -14.1" orbital_gap_ev="6.42 / 6.51" mol_weight_g_mol=823.39 spin_multiplicity=1
Mo -0.6247 0.2922 -0.1234 -0.45 0.68 -0.99 1.702
Cl 4.0544 -0.3708 5.4532 -0.09 0.02 -0.07 0.769
C 2.8131 -0.0873 4.2978 -0.01 0.13 0.32 -0.635
C 1.7166 0.7189 4.6652 0.09 0.00 0.13 -0.047
C 0.7036 1.0002 3.7785 0.03 0.17 0.21 -0.579
Cl -0.6256 1.9885 4.2128 0.05 -0.01 -0.01 0.809
C 0.7840 0.4801 2.4895 -0.37 0.18 -0.58 -0.298
O -0.1590 0.7732 1.5875 0.29 -0.24 0.78 -0.241
C 1.8453 -0.3665 2.1278 0.42 -0.12 0.26 -0.124
C 1.8479 -1.0173 0.8865 -0.12 0.00 -0.33 -0.068
O 0.9375 -0.8672 0.0154 0.37 -0.71 0.02 -0.197
C 2.8800 -0.6419 3.0548 -0.10 -0.07 -0.23 -0.018
H 1.6724 1.1287 5.6669 0.01 -0.01 -0.03 0.130
H 2.6350 -1.7240 0.6305 0.06 0.00 0.05 0.166
H 3.7005 -1.2942 2.7839 -0.03 0.02 -0.03 0.135
C -0.9933 5.5759 -3.1740 0.00 0.00 0.00 -0.035
C -1.8271 4.4732 -3.0321 0.03 0.01 0.00 -0.045
C -1.3165 3.2837 -2.5425 -0.06 -0.03 -0.06 -0.079
C 0.0297 3.1941 -2.1885 -0.05 0.02 0.01 -0.349
C 0.8626 4.3049 -2.3226 0.00 0.07 0.05 -0.077
C 0.3462 5.4926 -2.8197 0.00 -0.02 0.00 -0.040
P 0.7167 1.6226 -1.6721 -0.08 -0.09 0.16 1.064
C 2.1591 1.9660 -0.6325 0.00 0.06 0.02 -0.365
C 1.9582 2.7333 0.5203 0.01 0.12 -0.05 -0.107
C 3.0203 3.0154 1.3630 0.04 -0.04 -0.02 -0.047
C 4.2891 2.5269 1.0656 -0.03 0.00 0.00 -0.040
C 4.4902 1.7563 -0.0709 -0.04 -0.02 -0.01 -0.043
C 3.4282 1.4721 -0.9236 0.05 -0.12 0.08 -0.064
C 1.2712 0.6908 -3.1110 -0.10 -0.22 -0.02 -0.261
C 2.1512 1.3499 -3.9340 0.12 0.03 -0.16 -0.063
C 2.9292 0.6565 -4.8845 -0.04 0.15 0.07 -0.027
C 2.8667 -0.7028 -4.9368 0.01 -0.14 0.01 0.017
C 1.9397 -1.4279 -4.1442 0.12 -0.08 -0.08 -0.128
C 1.8554 -2.8438 -4.2367 0.05 0.11 -0.05 0.009
C 0.9174 -3.5412 -3.5383 -0.13 0.02 0.08 -0.020
C -0.0487 -2.8365 -2.7848 0.13 -0.29 -0.10 0.026
C 0.0397 -1.4905 -2.7005 -0.07 0.36 0.03 -0.237
C 1.0682 -0.7194 -3.2849 0.03 0.08 0.08 -0.093
H -1.3915 6.5054 -3.5592 0.01 -0.01 0.01 0.123
H -2.8717 4.5440 -3.3039 0.01 -0.01 0.00 0.119
H -1.9734 2.4273 -2.4461 0.01 -0.01 0.01 0.087
H 1.9035 4.2539 -2.0271 0.00 -0.01 -0.02 0.113
H 0.9913 6.3540 -2.9279 0.00 0.00 0.01 0.121
H 0.9768 3.1361 0.7481 -0.01 0.00 -0.01 0.119
H 2.8624 3.6238 2.2446 0.00 0.00 -0.02 0.123
H 5.1226 2.7597 1.7158 -0.01 -0.02 -0.01 0.122
H 5.4785 1.3828 -0.3051 -0.01 0.01 0.00 0.120
H 3.5976 0.8693 -1.8073 0.00 0.03 0.01 0.110
H 2.2895 2.4211 -3.8311 0.01 -0.02 0.01 0.117
H 3.6058 1.2028 -5.5272 -0.01 0.01 0.02 0.124
H 3.5160 -1.2544 -5.6058 -0.03 0.00 -0.01 0.133
H 2.5446 -3.3614 -4.8919 0.01 0.02 0.02 0.130
H 0.8611 -4.6188 -3.6074 -0.01 0.02 0.00 0.124
H -0.8808 -3.3565 -2.3263 0.00 0.01 -0.02 0.143
O -2.0229 -0.9118 -4.1512 0.09 0.01 -0.05 0.236
C -2.1611 -0.6361 -3.0140 -0.06 0.07 0.14 -0.326
O -1.0577 -0.7968 -2.0984 0.09 -0.02 0.25 -0.140
C -3.4387 -0.2140 -2.3843 0.12 -0.28 -0.46 -0.035
C -4.6039 -0.4585 -3.1025 0.02 0.01 0.00 0.120
C -5.8062 -0.1559 -2.5053 -0.13 -0.06 -0.01 -0.075
C -5.9027 0.3434 -1.2219 -0.02 -0.01 -0.02 0.132
C -4.7352 0.5929 -0.5292 -0.49 0.28 0.26 -0.027
C -3.5190 0.3508 -1.1264 1.31 0.23 0.24 -0.185
O -2.3351 0.6978 -0.5387 -1.05 -0.17 0.16 -0.263
N -4.8406 1.0827 0.8642 -0.33 -0.43 -0.07 -0.328
O -5.9055 1.5368 1.1965 0.17 0.18 -0.03 0.148
O -3.8781 0.8976 1.5785 0.21 0.16 0.12 0.099
N -7.0574 -0.3957 -3.2646 -0.10 0.05 -0.08 -0.344
O -6.9322 -0.7097 -4.4245 0.08 -0.06 -0.04 0.124
O -8.0937 -0.2420 -2.6657 -0.01 0.01 0.09 0.131
H -4.5709 -0.8779 -4.0988 -0.01 0.00 0.00 0.153
H -6.8657 0.5338 -0.7676 -0.01 0.02 -0.01 0.152

82
Properties=species:S:1:pos:R:3:forces:R:3:lowdin_charge:R:1 method="wB97M-V/def2-TZVPD" charge=-1 homo_ev=-6.1 orbital_gap_ev=7.08 mol_weight_g_mol=1188.98 spin_multiplicity=1
Hf 0.5181 -0.1358 -0.0719 -1.31 0.50 -0.04 1.694
O 5.9249 5.5891 -0.8017 -0.13 -0.17 0.03 0.048
N 5.1321 5.0259 -1.5419 0.09 0.05 -0.05 -0.349
O 5.0275 5.3168 -2.7273 -0.09 -0.10 0.07 0.040
C 4.2721 3.9926 -0.9877 0.02 -0.09 0.00 -0.092
C 4.3661 3.7675 0.3651 0.13 0.17 -0.02 0.068
C 3.5359 2.8800 1.0355 -0.02 0.04 0.35 -0.148
C 3.6699 2.5856 2.4541 0.12 0.14 -0.12 -0.023
C 2.8736 1.6929 3.0337 -0.05 -0.01 -0.08 -0.019
C 1.7709 1.0459 2.2711 0.34 0.42 -0.20 -0.340
N 1.5477 1.5153 0.9306 0.48 -0.05 0.43 -0.023
C 2.5180 2.2333 0.3392 -0.33 0.12 -0.19 -0.184
C 2.5035 2.3314 -1.0966 -0.07 -0.09 -0.07 -0.124
N 1.6330 1.4993 -1.7390 0.09 0.01 0.50 0.042
C 1.6092 1.4976 -3.0459 -0.17 -0.07 -0.02 -0.118
C 2.4510 2.3043 -3.8157 0.07 0.09 -0.06 -0.024
C 3.3198 3.1568 -3.1955 -0.05 0.01 0.04 0.020
C 3.3749 3.2047 -1.7804 0.06 0.09 -0.19 -0.050
H 5.1112 4.3200 0.9204 0.00 0.02 0.01 0.130
H 4.4726 3.0650 3.0060 -0.08 -0.01 -0.03 0.121
H 2.9877 1.3877 4.0665 -0.01 0.09 -0.02 0.120
H 0.8480 1.1120 2.8290 -0.23 -0.32 0.14 0.136
H 0.8841 0.8499 -3.5216 0.03 -0.05 0.00 0.057
H 2.4131 2.2436 -4.8947 -0.04 0.02 0.01 0.110
H 3.9657 3.7925 -3.7731 0.06 0.02 -0.02 0.101
O 0.5191 -3.5947 2.1424 0.02 -0.14 -0.09 0.110
C 0.0317 -2.5251 1.8674 -0.10 0.38 0.11 -0.576
O 0.1336 -1.9553 0.6819 0.33 -0.71 0.35 -0.239
C -0.8779 -1.8067 2.8139 0.04 0.23 -0.14 -0.047
C -1.2890 -2.4758 3.9391 -0.02 -0.17 0.13 0.075
C -2.2517 -1.9190 4.7679 0.00 -0.13 0.10 -0.138
C -2.8549 -0.7263 4.4381 -0.18 0.18 0.14 0.070
C -2.4308 -0.0257 3.3310 0.00 0.04 -0.14 -0.037
C -1.3553 -0.4897 2.5105 0.04 0.10 -0.04 -0.245
O -0.8513 0.2283 1.5779 0.25 -0.02 -0.05 -0.156
N -3.1660 1.2179 3.0306 -0.09 0.06 0.11 -0.336
O -4.2623 1.3567 3.5643 0.26 -0.12 -0.12 0.047
O -2.6697 2.0352 2.2877 0.05 -0.10 0.07 0.103
N -2.6592 -2.6159 5.9885 -0.04 -0.10 0.05 -0.358
O -2.0939 -3.6602 6.2672 -0.04 0.17 -0.13 0.065
O -3.5427 -2.1206 6.6689 0.11 0.02 -0.14 0.059
H -0.8648 -3.4456 4.1562 0.02 -0.02 -0.01 0.137
H -3.6486 -0.3238 5.0471 -0.03 0.00 0.02 0.129
Se -1.1583 -0.8557 -3.9355 0.14 0.25 0.06 0.657
Se -2.6725 -2.5934 -4.0351 -0.10 -0.12 0.06 0.660
C -3.0365 -2.7132 -2.1397 0.05 -0.19 0.20 -0.681
C -4.2967 -2.3952 -1.6474 0.07 -0.06 0.00 -0.123
C -4.4995 -2.5028 -0.2785 -0.07 -0.05 -0.04 -0.072
C -3.4526 -2.9188 0.5286 -0.05 -0.09 0.06 -0.045
C -2.2361 -3.2292 -0.0658 -0.05 -0.20 -0.17 -0.121
N -2.0279 -3.1305 -1.3821 -0.34 -0.17 0.06 0.063
C 0.3684 -1.8598 -3.3006 -0.09 -0.08 0.53 -0.636
C 1.1269 -2.5196 -4.2548 -0.05 0.08 -0.02 -0.119
C 2.1436 -3.3608 -3.8420 0.13 -0.09 -0.13 -0.054
C 2.3037 -3.5742 -2.4907 0.01 -0.11 0.07 -0.027
C 1.5022 -2.8821 -1.6016 -0.42 0.14 0.01 -0.123
N 0.5734 -1.9728 -1.9664 0.67 0.02 -1.08 -0.002
H -5.0757 -2.0566 -2.3169 0.01 0.02 0.03 0.102
H -5.4622 -2.2558 0.1526 0.01 0.01 -0.01 0.114
H -3.5736 -3.0150 1.6020 0.02 0.03 -0.07 0.111
H -1.3935 -3.5730 0.5285 -0.39 -0.15 -0.31 0.102
H 0.9061 -2.3725 -5.3024 -0.01 0.02 0.02 0.095
H 2.7826 -3.8556 -4.5653 -0.08 0.01 0.03 0.111
H 3.0490 -4.2568 -2.1029 -0.06 0.04 0.00 0.118
H 1.5902 -3.0759 -0.5450 0.10 0.15 0.10 0.091
O 3.4760 -2.5257 1.2181 -0.35 0.36 -0.04 -0.377
Se 3.2600 -0.9576 0.9921 1.29 -0.57 0.77 0.986
O 1.9604 -0.4460 2.1421 0.41 0.03 -0.44 -0.282
O 2.5163 -0.6533 -0.4730 0.65 -0.28 0.38 -0.508
O 4.5341 -0.0163 1.2220 -0.35 -0.07 -0.20 -0.365
N -5.9322 3.4662 -1.9190 0.19 -0.13 0.05 0.132
C -4.9457 2.9160 -1.6921 0.07 -0.01 0.03 -0.186
C -3.6984 2.2331 -1.4295 -0.18 0.10 -0.02 -0.235
C -2.4926 2.9019 -1.5805 0.03 0.04 -0.02 -0.033
C -1.2950 2.2304 -1.3545 -0.03 0.01 -0.14 -0.115
C -1.2373 0.8827 -0.9942 -0.86 0.41 -0.34 -0.279
C -2.4872 0.2627 -0.8092 0.14 -0.29 -0.06 -0.152
C -3.6897 0.8981 -1.0193 -0.19 0.05 -0.03 -0.033
H -2.4933 3.9459 -1.8673 0.01 0.00 -0.01 0.114
H -0.3832 2.8007 -1.4698 0.03 0.06 0.00 0.082
H -2.5219 -0.7772 -0.4851 0.03 0.32 0.00 0.065
H -4.6284 0.3801 -0.8584 0.04 0.03 -0.04 0.109

77
Properties=species:S:1:pos:R:3:forces:R:3:lowdin_charge:R:1 method="wB97M-V/def2-TZVPD" charge=-1 homo_ev=-5.1 orbital_gap_ev=7.16 mol_weight_g_mol=930.88 spin_multiplicity=1
Ca 1.4185 0.4287 -1.0181 0.05 -0.02 -0.10 1.114
Cl 7.3055 3.9256 -4.3239 0.00 0.00 0.00 0.631
C 6.0508 3.3552 -3.2811 -0.01 0.00 0.01 -0.728
C 5.6080 2.0350 -3.3601 0.01 0.01 0.01 -0.705
Cl 6.3213 0.9603 -4.5067 0.00 -0.01 0.00 0.665
C 4.6050 1.5824 -2.5231 -0.01 0.06 0.04 -0.581
Cl 4.0520 -0.0561 -2.5940 -0.02 -0.02 -0.01 0.727
C 3.9762 2.4141 -1.5569 0.06 -0.01 -0.07 -0.512
O 3.0571 1.9886 -0.7870 -0.10 0.02 0.02 -0.299
C 4.4574 3.7478 -1.5086 0.00 -0.01 -0.01 -0.605
Cl 3.7174 4.7950 -0.3491 -0.01 0.01 0.01 0.684
C 5.4626 4.2043 -2.3450 0.01 -0.02 0.00 -0.707
Cl 5.9983 5.8432 -2.2299 0.00 0.00 0.00 0.650
Cl 0.0241 3.0837 -1.5171 -0.05 -0.04 -0.07 0.686
C -1.3209 2.5085 -2.4833 0.07 0.03 0.04 -0.660
C -2.5243 3.1658 -2.3077 0.00 -0.02 -0.01 -0.158
C -3.6406 2.7615 -3.0223 0.01 -0.01 0.00 -0.108
C -3.5201 1.7051 -3.9095 0.02 0.01 0.02 -0.133
C -2.2973 1.0780 -4.0792 -0.01 0.00 -0.03 -0.675
Cl -2.2390 -0.2135 -5.2498 0.00 0.06 0.00 0.652
C -1.1251 1.4385 -3.3821 0.00 0.03 0.07 -0.776
S 0.3968 0.6491 -3.6440 0.02 -0.03 -0.02 0.468
H -2.5778 3.9883 -1.6066 0.00 0.01 0.00 0.098
H -4.5900 3.2618 -2.8881 -0.01 0.00 0.00 0.096
H -4.3683 1.3627 -4.4859 -0.01 -0.01 0.00 0.094
C 2.0397 2.5052 2.4652 0.01 -0.02 -0.02 0.007
C 2.3382 1.0509 2.3933 -0.05 0.00 0.09 -0.345
N 2.0243 0.2628 1.3908 0.05 0.07 -0.03 0.092
C 2.5497 -0.9704 1.6746 0.04 0.03 -0.09 -0.127
C 3.1733 -0.9323 2.8908 0.00 0.02 0.06 -0.092
N 3.0238 0.3593 3.3314 -0.03 0.02 -0.02 0.186
C 3.8132 -1.9328 3.7718 -0.11 -0.02 0.05 -0.519
O 3.8977 -3.1518 3.3050 0.05 -0.02 0.00 0.108
O 4.1857 -1.6027 4.8818 0.04 0.03 0.02 0.067
C 2.4513 -2.0744 0.6673 0.00 -0.08 0.01 -0.595
O 2.9275 -3.1900 0.9838 -0.01 0.00 0.01 0.023
O 1.8943 -1.7818 -0.4160 0.01 0.00 -0.07 -0.126
H 1.1403 2.7157 1.8891 -0.01 -0.01 0.01 0.081
H 2.8523 3.0745 2.0110 0.01 0.01 -0.01 0.061
H 1.8939 2.8357 3.4937 0.01 0.00 0.01 0.078
H 3.3792 0.6811 4.2178 0.00 -0.01 -0.02 0.166
H 3.5158 -3.2043 2.3394 0.00 -0.03 -0.03 0.055
O -0.7697 0.0699 -0.3541 0.10 0.06 -0.03 -0.458
P -1.6562 -0.9354 0.3046 -0.09 -0.03 0.19 0.816
C -2.1362 -2.2535 -0.8135 -0.01 -0.01 -0.04 -0.257
C -1.8461 -2.0852 -2.1648 -0.01 -0.01 0.07 -0.051
C -2.2352 -3.0581 -3.0756 0.01 -0.02 0.01 -0.072
C -2.9096 -4.1878 -2.6404 0.01 0.00 0.00 -0.078
C -3.1940 -4.3604 -1.2901 0.01 0.01 0.00 -0.084
C -2.8061 -3.3965 -0.3757 0.00 0.00 -0.03 -0.094
C -3.1557 -0.0922 0.8636 0.01 -0.02 0.00 -0.258
C -3.2789 1.2571 0.5538 -0.03 -0.01 -0.01 -0.056
C -4.4100 1.9593 0.9492 -0.01 -0.01 0.00 -0.071
C -5.4139 1.3171 1.6573 0.02 -0.01 -0.01 -0.087
C -5.2909 -0.0317 1.9733 0.01 0.02 -0.02 -0.084
C -4.1648 -0.7335 1.5782 -0.01 -0.04 0.02 -0.075
C -0.9412 -1.6884 1.7760 0.01 0.03 0.00 -0.263
C -0.3002 -2.9225 1.7298 0.00 -0.03 -0.01 -0.073
C 0.3786 -3.3973 2.8439 -0.01 0.01 0.01 -0.066
C 0.4362 -2.6331 3.9990 -0.04 0.01 0.00 -0.071
C -0.1969 -1.3955 4.0498 -0.01 -0.04 -0.01 -0.074
C -0.8871 -0.9270 2.9450 0.00 0.01 0.02 -0.075
H -1.2993 -1.2105 -2.5016 0.00 0.00 -0.01 0.051
H -2.0029 -2.9212 -4.1228 0.00 -0.01 0.01 0.085
H -3.2086 -4.9462 -3.3529 0.00 0.00 -0.01 0.101
H -3.7078 -5.2510 -0.9519 0.00 0.00 0.01 0.100
H -3.0043 -3.5461 0.6787 -0.01 0.00 0.01 0.100
H -2.4891 1.7409 -0.0050 0.01 0.01 -0.01 0.085
H -4.5046 3.0079 0.6975 0.00 0.00 0.00 0.103
H -6.2954 1.8645 1.9662 -0.01 0.01 0.00 0.100
H -6.0727 -0.5336 2.5282 -0.01 0.00 0.01 0.101
H -4.0724 -1.7819 1.8359 0.02 0.00 0.00 0.102
H -0.2921 -3.4991 0.8136 0.01 0.01 -0.01 0.119
H 0.9031 -4.3412 2.7881 0.00 0.00 0.00 0.116
H 0.9954 -2.9920 4.8540 0.00 0.00 0.01 0.113
H -0.1441 -0.7944 4.9486 0.00 0.00 0.01 0.105
H -1.3752 0.0403 2.9827 0.00 0.01 -0.01 0.112

Energy for every record listed, in sequence, given in eV: -95250.3525 -273553.7110 -179202.8342.